Molecular formula: C5H9NO
Method: DFT, ωB97M-V/def2-TZVPD

Summary:
LUMO energy (eV): 1.12
HOMO-LUMO gap (eV): 10.64

```
! wB97M-V def2-TZVPD RIJCOSX def2/J DEFGRID3
* xyz 0 1
C -1.222 -0.143 1.248
C -1.003 0.017 -0.235
N -0.850 1.379 -0.748
C 0.281 0.455 -0.842
C 1.516 0.795 -0.044
C 0.945 -2.684 -0.769
O 1.089 -2.788 0.353
H -0.658 0.607 1.810
H -2.282 -0.014 1.494
H -0.911 -1.139 1.584
H -1.591 -0.670 -0.848
H -1.311 1.486 -1.647
H 0.489 0.036 -1.828
H 1.251 1.297 0.890
H 2.163 1.471 -0.614
H 2.092 -0.106 0.196
*
```

Molecular formula: C33H28Cl5N4NiOS3Si
Method: DFT, ωB97M-V/def2-TZVPD

Summary:
<S²>: 2.01
LUMO energy (alpha / beta) (eV): 2.27 / 2.25
HOMO-LUMO gap (alpha / beta) (eV): 7.44 / 7.66

```
! wB97M-V def2-TZVPD RIJCOSX def2/J DEFGRID3
* xyz -1 3
Ni -0.819 -1.172 -0.044
Cl 0.389 -3.114 0.359
C -1.172 -3.673 -0.089
C -2.117 -2.671 -0.315
C -3.393 -3.129 -0.624
Cl -4.649 -1.983 -0.903
C -3.704 -4.486 -0.709
Cl -5.304 -5.002 -1.077
C -2.714 -5.442 -0.503
Cl -3.083 -7.119 -0.606
C -1.422 -5.032 -0.194
Cl -0.159 -6.170 0.045
S -1.421 4.382 4.599
C -1.571 2.842 4.043
S -0.427 2.068 2.968
C -1.496 0.582 2.959
N -2.544 0.782 3.671
N -2.599 1.986 4.274
C -3.750 2.237 5.042
C -4.940 1.651 4.615
C -6.096 1.817 5.351
C -6.081 2.570 6.515
C -4.899 3.158 6.935
C -3.731 2.996 6.209
S -1.022 -0.871 2.275
H -4.929 1.056 3.716
H -7.009 1.351 5.010
H -6.986 2.690 7.092
H -4.879 3.739 7.847
H -2.820 3.452 6.562
C 4.255 1.550 -0.714
C 2.819 1.150 -0.397
C 2.723 0.648 1.038
C 1.903 2.358 -0.561
Si 2.165 -0.259 -1.580
O 0.686 -0.555 -1.182
C 3.380 -1.726 -1.444
C 4.219 -2.107 -2.485
C 5.114 -3.151 -2.344
C 5.153 -3.883 -1.170
C 4.282 -3.561 -0.146
C 3.427 -2.482 -0.278
C 2.295 0.378 -3.364
C 3.491 0.782 -3.944
C 3.533 1.261 -5.242
C 2.372 1.346 -5.990
C 1.175 0.922 -5.437
C 1.145 0.449 -4.137
H 4.647 2.220 0.051
H 4.302 2.073 -1.666
H 4.904 0.677 -0.760
H 2.903 1.455 1.751
H 3.455 -0.136 1.222
H 1.724 0.252 1.225
H 2.200 3.172 0.102
H 0.886 2.067 -0.313
H 1.921 2.721 -1.588
H 4.177 -1.573 -3.424
H 5.778 -3.404 -3.160
H 5.852 -4.700 -1.059
H 4.263 -4.155 0.756
H 2.785 -2.218 0.547
H 4.414 0.720 -3.386
H 4.475 1.575 -5.673
H 2.399 1.735 -7.001
H 0.264 0.962 -6.022
H 0.217 0.119 -3.695
N -2.253 2.488 -1.350
C -2.652 1.712 -2.401
C -2.412 0.423 -2.031
N -1.880 0.408 -0.775
C -1.790 1.659 -0.394
H -2.308 3.492 -1.286
H -3.062 2.128 -3.298
H -2.593 -0.486 -2.570
H -1.406 2.001 0.547
*
```

Molecular formula: C30H42CrGeN2O5
Method: DFT, ωB97M-V/def2-TZVPD

Summary:
<S²>: 6.01
LUMO energy (alpha / beta) (eV): -5.94 / -6.05
HOMO-LUMO gap (alpha / beta) (eV): 8.44 / 8.39

```
! wB97M-V def2-TZVPD RIJCOSX def2/J DEFGRID3
* xyz 2 5
Cr 0.584 -1.581 0.202
C 0.807 -4.065 1.680
C -0.158 -4.253 0.696
C -1.284 -3.429 0.658
C -1.443 -2.420 1.609
C -0.487 -2.257 2.619
C 0.638 -3.070 2.649
H 1.680 -4.703 1.708
H -0.038 -5.036 -0.042
H -2.041 -3.581 -0.101
H -2.338 -1.812 1.605
H -0.624 -1.492 3.371
H 1.378 -2.942 3.428
C 1.756 1.495 6.182
O 2.938 0.837 5.714
C 2.983 0.376 4.476
C 4.194 -0.230 4.092
C 4.332 -0.719 2.827
C 3.277 -0.668 1.883
C 3.466 -1.232 0.567
C 4.834 -1.508 0.033
O 2.508 -1.536 -0.190
C 2.074 -0.060 2.296
O 1.025 0.073 1.419
C 1.923 0.460 3.566
H 1.970 1.789 7.203
H 0.906 0.811 6.168
H 1.548 2.381 5.581
H 4.996 -0.284 4.815
H 5.269 -1.182 2.549
H 5.581 -0.811 0.400
H 4.797 -1.480 -1.054
H 5.129 -2.520 0.324
H 0.988 0.932 3.831
C -3.958 0.410 -0.004
C -2.789 1.381 0.107
C -2.133 1.362 1.484
C -0.966 2.340 1.634
Ge 0.677 1.850 0.719
C 0.801 1.498 -1.195
C 0.990 2.795 -1.993
C -0.133 3.804 -1.785
C 0.024 5.038 -2.663
H -4.462 0.505 -0.965
H -4.696 0.601 0.777
H -3.633 -0.630 0.102
H -3.135 2.395 -0.109
H -2.042 1.159 -0.666
H -1.797 0.348 1.727
H -2.893 1.607 2.230
H -0.692 2.465 2.685
H -1.251 3.334 1.279
H 1.911 2.596 1.234
H -0.089 0.969 -1.545
H 1.657 0.832 -1.339
H 1.060 2.546 -3.055
H 1.947 3.254 -1.727
H -0.160 4.118 -0.732
H -1.098 3.323 -1.984
H 0.969 5.545 -2.460
H -0.781 5.751 -2.494
H 0.012 4.765 -3.720
O -4.464 1.714 -3.406
C -4.421 0.485 -4.093
N -3.226 -0.157 -3.572
C -2.722 -1.264 -4.159
O -3.258 -1.845 -5.077
C -1.427 -1.786 -3.588
C -0.594 -2.535 -4.413
C 0.596 -3.026 -3.904
C 0.914 -2.771 -2.583
N 0.098 -2.084 -1.771
C -1.052 -1.604 -2.273
H -5.182 2.251 -3.757
H -4.331 0.610 -5.175
H -5.295 -0.135 -3.879
H -2.658 0.429 -2.982
H -0.902 -2.720 -5.434
H 1.274 -3.601 -4.517
H 1.842 -3.119 -2.148
H -1.703 -1.077 -1.579
*
```

Molecular formula: C5H6N
Method: DFT, ωB97M-V/def2-TZVPD

Summary:
LUMO energy (alpha / beta) (eV): -6.90 / -6.90
HOMO-LUMO gap (alpha / beta) (eV): 8.39 / 8.39

```
! wB97M-V def2-TZVPD RIJCOSX def2/J DEFGRID3
* xyz 1 1
C 2.257 1.006 0.007
C 2.844 -0.099 -0.008
C 0.907 1.396 -0.002
C 2.040 -1.191 0.005
C -1.224 0.316 0.004
N 0.191 0.340 0.012
H 0.581 2.431 -0.019
H 1.793 -1.681 -0.930
H 1.824 -1.701 0.936
H -1.535 -0.261 -0.865
H -1.691 1.303 -0.011
H -1.559 -0.235 0.887
*
```

| no. | F_max (hartree/bohr) | DFT total energy (eV) |
| --- | --- | --- |
| 1 | 0.0268 | -8867.29411 |
| 2 | 0.0425 | -186726.86853 |
| 3 | 0.0032 | -129934.86715 |
| 4 | 0.0713 | -6759.01577 |